1.
56
Properties=species:S:1:pos:R:3:forces:R:3 method="wB97M-V/def2-TZVPD" multiplicity=2 charge=+2 de_lowest_kj_mol=59.6 homo_lumo_gap_ev="4.7 / 3.7"
Ir 0.081 -1.769 -0.339 0.2 -1.1 0.5
C 3.285 -0.153 0.832 0.0 -0.5 0.1
As 1.830 -0.090 -0.425 -0.8 0.9 -0.4
C 2.718 -0.105 -2.132 0.1 -0.4 -0.1
C 1.188 1.735 -0.414 0.2 0.0 0.0
C 0.278 2.201 0.729 0.1 0.3 0.2
C 0.814 1.754 2.089 0.0 -0.1 -0.1
C -1.139 1.682 0.500 -0.1 0.0 0.0
As -1.469 -0.214 0.653 0.3 0.9 -0.6
C -3.257 -0.329 -0.029 0.0 -0.4 -0.2
C -1.659 -0.570 2.539 0.1 -0.5 0.0
C 0.233 3.743 0.649 -0.1 -0.1 0.1
As -0.588 4.971 1.994 -0.1 0.4 -0.1
C -2.125 4.018 2.766 0.1 -0.2 0.0
C 0.632 4.802 3.517 0.0 -0.2 0.0
H 3.856 0.760 0.669 0.0 0.0 0.0
H 3.900 -1.022 0.610 0.0 0.0 0.0
H 2.944 -0.213 1.860 0.0 0.1 0.0
H 3.383 0.757 -2.159 0.0 0.0 0.0
H 1.992 -0.043 -2.939 0.0 0.1 0.0
H 3.302 -1.017 -2.243 0.0 0.0 0.0
H 0.687 1.864 -1.377 0.0 0.1 0.0
H 2.097 2.340 -0.444 0.0 0.0 0.0
H 0.893 0.663 2.152 0.0 0.0 0.0
H 0.153 2.080 2.889 0.0 0.0 0.0
H 1.804 2.171 2.278 0.0 0.0 0.0
H -1.498 1.967 -0.492 0.0 0.0 0.0
H -1.817 2.126 1.229 0.0 0.0 0.0
H -3.894 0.246 0.641 0.0 0.0 0.0
H -3.588 -1.366 -0.046 0.0 0.0 0.0
H -3.300 0.075 -1.037 0.0 0.1 0.0
H -2.155 0.295 2.974 0.0 0.0 0.0
H -0.703 -0.742 3.025 0.0 0.1 0.0
H -2.278 -1.457 2.663 0.0 0.0 0.0
H -0.248 4.030 -0.291 0.1 0.0 0.0
H 1.255 4.131 0.608 0.0 0.0 -0.1
H -2.912 3.881 2.024 0.0 0.0 0.0
H -2.510 4.677 3.543 0.0 0.0 0.0
H -1.871 3.064 3.233 0.0 0.0 0.0
H 1.648 5.041 3.206 0.0 0.0 0.0
H 0.616 3.824 3.995 0.0 0.0 0.0
H 0.318 5.544 4.250 0.0 0.0 0.0
O 1.932 -4.429 -0.805 0.0 -0.2 0.2
C 0.763 -4.300 -1.019 -0.2 0.1 0.1
O -0.127 -3.719 -0.166 0.5 -0.1 -0.1
C 0.131 -4.638 -2.318 -0.2 0.2 -0.3
C 0.056 -5.908 -2.820 0.0 -0.1 -0.2
C -0.472 -6.109 -4.104 -0.1 0.2 -0.1
C -0.922 -5.031 -4.891 0.0 -0.3 0.1
C -0.875 -3.758 -4.397 0.2 0.2 0.3
C -0.360 -3.538 -3.081 -0.1 -0.4 -0.1
S -0.382 -1.935 -2.540 -0.2 0.8 0.4
H 0.422 -6.744 -2.239 0.0 0.0 0.0
H -0.522 -7.114 -4.504 0.0 0.0 0.0
H -1.310 -5.210 -5.884 0.0 0.0 0.0
H -1.230 -2.919 -4.983 0.0 0.0 0.0



2.
56
Properties=species:S:1:pos:R:3:forces:R:3 method="wB97M-V/def2-TZVPD" multiplicity=5 charge=+1 de_lowest_kj_mol=90.7 homo_lumo_gap_ev="6.7 / 6.5"
Pt 1.104 0.096 -0.088 -0.3 0.5 -0.2
C 0.018 3.099 2.432 0.4 -0.2 -0.3
O 0.876 2.416 1.507 -0.2 0.0 0.1
C 2.157 3.022 1.428 -0.5 -0.1 0.0
C 3.229 1.988 1.474 0.4 -0.4 -0.3
O 3.133 1.083 0.350 0.1 -0.2 0.2
C 4.258 0.177 0.264 -0.3 0.5 0.3
C 4.024 -0.767 -0.857 -0.2 -0.2 -0.3
O 2.866 -1.513 -0.536 -0.5 -0.5 -0.1
C 2.618 -2.609 -1.436 0.1 0.3 0.1
H 0.375 2.948 3.447 0.1 0.0 0.2
H -0.008 4.162 2.206 0.0 0.2 0.0
H -0.978 2.697 2.344 -0.3 -0.2 -0.1
H 2.234 3.618 0.523 0.0 0.1 -0.2
H 2.289 3.676 2.286 0.2 0.2 0.1
H 4.188 2.494 1.411 0.3 0.1 0.0
H 3.186 1.421 2.401 -0.1 -0.2 0.1
H 5.163 0.740 0.079 0.3 0.3 0.0
H 4.358 -0.363 1.200 0.0 -0.1 0.2
H 3.879 -0.229 -1.795 0.0 0.1 -0.2
H 4.882 -1.430 -0.962 0.1 -0.1 0.0
H 3.407 -3.352 -1.342 0.1 0.0 0.1
H 1.668 -3.051 -1.157 0.0 0.0 0.1
H 2.569 -2.255 -2.466 0.0 0.0 0.1
C -0.874 -2.254 3.174 -0.1 0.0 0.1
C -0.892 -1.225 2.068 -0.7 0.1 -0.2
O 0.262 -0.914 1.625 0.5 -0.1 0.2
C -2.171 -0.710 1.640 0.0 0.4 -0.2
C -3.306 -1.063 2.381 -0.5 0.1 0.0
C -4.531 -0.404 2.238 -0.1 0.2 -0.1
C -4.763 0.681 1.314 -0.5 -0.6 0.8
C -3.741 1.010 0.496 0.5 -0.2 -0.1
C -2.502 0.311 0.569 -0.5 -0.4 1.3
O -1.647 0.668 -0.324 1.5 -0.2 -1.5
H 0.140 -2.631 3.261 0.0 0.0 0.0
H -1.546 -3.097 2.973 0.1 0.1 0.0
H -1.167 -1.821 4.139 0.0 -0.1 -0.2
H -3.219 -1.829 3.144 -0.2 0.2 -0.1
H -5.347 -0.719 2.890 0.2 0.1 -0.2
H -5.725 1.177 1.245 0.1 -0.2 0.1
H -3.849 1.764 -0.283 0.2 -0.2 0.2
C 0.082 -1.795 -3.534 0.3 -0.4 -0.3
Ge -1.005 -0.390 -2.804 -0.1 0.3 0.3
C -0.597 1.354 -3.505 0.1 0.3 -0.3
C -2.884 -0.780 -2.988 -0.5 -0.1 -0.2
C -0.709 -0.370 -0.866 0.2 0.4 0.2
H -0.368 -2.163 -4.462 0.1 0.0 0.1
H 0.144 -2.629 -2.825 0.0 0.1 -0.2
H 1.093 -1.431 -3.755 -0.2 -0.1 0.0
H -0.898 1.413 -4.558 0.1 0.1 0.2
H 0.475 1.570 -3.434 -0.2 0.0 0.0
H -1.152 2.108 -2.940 0.1 0.0 -0.1
H -3.115 -0.948 -4.044 -0.1 0.0 0.1
H -3.487 0.061 -2.633 0.0 -0.1 0.0
H -3.156 -1.680 -2.427 0.0 0.1 -0.1
H -1.039 -1.333 -0.486 -0.1 -0.2 0.2



3.
62
Properties=species:S:1:pos:R:3:forces:R:3 method="wB97M-V/def2-TZVPD" charge=-1 homo_lumo_gap_ev=6.2
O -0.468 1.761 4.717 1.4 -0.6 -1.5
C -1.157 2.391 3.887 -2.3 1.4 3.0
O -2.225 2.976 4.299 1.0 -0.5 -2.3
C -0.805 2.439 2.368 0.8 -0.1 -1.1
C 0.675 2.151 1.887 -0.5 -3.1 0.3
C 1.873 2.287 2.895 0.1 0.1 -0.5
C 3.208 2.772 2.257 0.2 0.2 0.8
O 3.550 2.059 1.040 0.0 0.8 0.3
O 0.784 2.753 0.573 1.3 2.2 0.6
C 0.284 4.041 0.731 -2.6 -2.6 0.8
O 0.725 5.081 0.377 0.5 0.0 -0.7
C -1.052 3.785 1.579 -0.5 1.5 1.7
O -0.935 4.819 2.585 -0.1 0.1 -0.1
C -2.429 4.007 0.869 0.6 0.2 -0.8
C -2.632 3.199 -0.460 -0.5 -0.1 0.3
C -2.846 1.644 -0.249 -0.5 0.5 -0.3
S -1.423 0.762 -1.009 0.5 0.4 0.0
H -1.348 1.538 1.982 0.1 1.2 0.0
H 0.658 1.064 1.626 0.2 0.8 0.1
H 2.044 1.266 3.322 -0.3 0.9 -0.2
H 1.547 2.942 3.735 0.5 -0.4 -0.5
H 3.161 3.880 2.108 0.0 -0.8 -0.3
H 4.070 2.592 2.959 -0.9 0.2 -0.3
H 3.955 2.732 0.471 -0.3 -0.5 0.1
H -1.442 5.604 2.334 0.2 -0.4 -0.1
H -2.456 5.096 0.578 0.1 -0.9 0.3
H -3.255 3.855 1.612 0.9 -0.1 -0.5
H -3.535 3.600 -0.996 0.7 -0.3 0.6
H -1.779 3.370 -1.166 -0.6 -0.2 0.7
H -3.765 1.366 -0.830 0.9 -0.1 0.5
H -3.055 1.368 0.807 0.4 0.2 -0.7
H -0.852 -0.092 -0.107 -0.9 0.6 0.0
C -2.667 -4.631 -3.884 0.1 0.0 0.0
C -1.211 -4.671 -3.401 0.0 -0.1 0.0
C -0.760 -3.224 -3.188 0.4 -0.3 -0.2
S -2.231 -2.292 -2.789 0.1 -0.1 0.3
O -2.481 -1.347 -3.851 -0.1 0.1 0.2
O -2.174 -1.898 -1.405 -0.3 -0.5 -0.3
C -3.381 -3.650 -2.959 -0.2 -0.4 -0.2
H -3.131 -5.618 -3.855 0.0 0.0 0.0
H -2.704 -4.269 -4.915 0.0 0.0 0.0
H -1.156 -5.216 -2.455 0.0 0.1 0.0
H -0.562 -5.184 -4.112 0.0 0.0 0.1
H -0.050 -3.137 -2.368 -0.2 0.0 0.0
H -0.330 -2.803 -4.098 -0.1 0.1 0.0
H -4.326 -3.288 -3.359 0.1 0.1 0.1
H -3.533 -4.083 -1.969 0.0 0.1 0.0
C 2.269 -1.118 0.498 -0.1 0.0 0.1
C 3.389 -1.885 1.208 0.0 0.1 0.0
C 3.302 -3.349 0.759 0.2 0.1 0.5
S 2.578 -3.325 -0.881 0.3 0.6 0.1
O 1.285 -3.970 -0.822 0.1 -0.3 -0.2
O 3.579 -3.700 -1.852 -0.3 -0.4 -0.1
C 2.327 -1.557 -0.960 -0.1 0.3 0.1
H 2.393 -0.038 0.596 0.0 -0.1 0.0
H 1.303 -1.389 0.933 0.0 0.0 0.0
H 4.357 -1.467 0.916 -0.1 0.0 0.0
H 3.311 -1.801 2.292 0.0 0.0 -0.1
H 4.284 -3.817 0.711 -0.1 -0.1 -0.1
H 2.646 -3.928 1.408 0.0 0.0 -0.1
H 1.414 -1.336 -1.512 0.0 -0.1 -0.1
H 3.188 -1.122 -1.468 0.0 -0.1 0.0



4.
57
Properties=species:S:1:pos:R:3:forces:R:3 method="wB97M-V/def2-TZVPD" multiplicity=2 charge=-1 de_lowest_kj_mol=57.6 homo_lumo_gap_ev="6.3 / 6.0"
Hg 0.392 0.295 -4.013 -0.3 0.3 0.6
C -1.519 -1.991 -1.254 0.0 0.2 0.0
Sb -0.582 -1.257 0.545 -0.5 -0.7 0.0
C -2.372 -1.714 1.737 0.2 0.1 0.0
C 0.266 -3.268 0.881 0.1 0.3 0.0
C 1.413 -3.219 1.825 0.2 -0.1 0.1
C 1.179 -3.314 3.196 0.0 0.0 0.0
C 2.198 -3.170 4.126 0.0 0.0 0.0
C 3.485 -2.915 3.678 0.0 0.0 0.1
C 3.739 -2.847 2.318 0.0 0.0 0.0
C 2.731 -3.011 1.362 0.1 -0.1 0.1
C 3.060 -2.941 -0.076 -0.1 0.1 -0.2
Sb 2.390 -1.012 -1.162 0.6 0.4 -0.3
C 4.211 -1.188 -2.314 -0.1 0.0 -0.1
C 3.222 0.098 0.476 -0.1 0.0 0.0
H -1.779 -3.043 -1.130 0.0 0.0 0.1
H -0.824 -1.878 -2.084 0.0 0.0 0.0
H -2.412 -1.407 -1.462 -0.1 0.0 0.0
H -2.690 -2.747 1.599 0.0 0.0 -0.1
H -3.181 -1.047 1.433 0.0 0.0 0.0
H -2.165 -1.549 2.796 0.0 0.0 0.0
H 0.551 -3.621 -0.108 0.0 0.0 0.0
H -0.545 -3.886 1.269 -0.1 0.0 -0.1
H 0.164 -3.494 3.538 0.0 0.0 0.0
H 1.992 -3.254 5.186 0.0 0.0 0.0
H 4.287 -2.780 4.395 0.0 0.0 0.0
H 4.752 -2.668 1.974 0.0 0.0 0.0
H 2.606 -3.763 -0.636 0.0 0.0 0.0
H 4.140 -2.976 -0.226 0.0 0.0 0.0
H 5.069 -1.258 -1.644 0.0 0.0 0.0
H 4.307 -0.308 -2.944 -0.1 0.0 0.0
H 4.177 -2.082 -2.941 0.0 0.0 0.0
H 4.187 -0.336 0.741 0.0 0.0 0.0
H 2.556 0.043 1.337 0.0 0.0 0.0
H 3.344 1.132 0.166 0.0 0.0 -0.1
F 2.392 1.096 -2.190 -0.2 -0.4 0.0
C -4.265 2.411 -0.862 0.2 -0.1 0.0
C -2.770 2.633 -0.639 -0.3 0.1 0.0
C -2.510 2.871 0.841 0.1 -0.1 -0.2
O -2.104 1.411 -1.028 0.1 -0.4 0.0
B -1.486 1.603 -2.239 0.4 -0.2 -0.1
O -1.557 2.897 -2.649 0.0 0.2 -0.4
C -2.153 3.700 -1.609 0.0 0.2 0.2
C -3.158 4.636 -2.272 0.1 -0.1 0.0
C -1.037 4.527 -0.976 0.0 -0.2 -0.1
H -4.591 1.572 -0.246 0.0 0.0 0.0
H -4.461 2.160 -1.905 0.0 0.0 0.0
H -4.844 3.293 -0.586 0.0 0.0 0.0
H -2.988 2.070 1.407 0.0 0.0 0.1
H -2.930 3.827 1.155 0.0 0.0 0.1
H -1.445 2.847 1.063 0.0 0.1 0.0
H -3.866 4.081 -2.884 -0.1 0.0 0.1
H -2.612 5.315 -2.926 0.0 0.0 0.0
H -3.694 5.222 -1.524 0.0 0.0 0.0
H -0.273 3.882 -0.544 0.0 0.0 0.0
H -1.424 5.199 -0.210 0.0 0.0 0.0
H -0.570 5.122 -1.762 0.0 0.0 0.0